2 unconnected molecules or ions with the total composition C3H7N3O2 in a non-equilibrium geometry. Source: the Open Molecules 2025 dataset; level of theory: the ωB97M-V functional and the def2-TZVPD basis.

XYZ file:
```
15
Properties=species:S:1:pos:R:3:lowdin_charge:R:1
O 2.20113 0.43350 -1.04276 -0.079
O 2.98136 -1.04661 0.25736 -0.006
N 0.57101 1.64486 -0.03999 0.030
N 2.34840 -0.05428 0.06698 -0.321
N 0.58029 0.90810 1.02214 0.040
C -0.95226 -0.65889 -0.28222 -0.210
C -2.25024 -0.84533 -0.55385 0.046
C -0.37016 -0.14113 0.94195 -0.268
H 0.16860 -1.02410 1.40174 0.148
H -2.53232 -1.35830 -1.48033 0.073
H -1.23825 0.12872 1.66262 0.156
H -2.93970 -0.46530 0.14147 0.043
H 0.28566 1.48911 -1.02876 0.149
H -0.26419 -1.18674 -0.85027 0.080
H 1.41068 2.17638 -0.21609 0.118
```

- Gap between HOMO and LUMO (spin up / spin down): 0.2887 / 0.2892 hartree
- Charge: 0
- HOMO energy (spin up / spin down): -8.5 / -8.5 eV
- E_LUMO (spin up / spin down): -0.64 / -0.63 eV
- DFT total energy: -11782.9445 eV

=====

C3H7N3O2 in the gas phase in a non-equilibrium geometry. Source: the Open Molecules 2025 dataset; level of theory: the ωB97M-V functional and the def2-TZVPD basis.

XYZ file:
```
15
Properties=species:S:1:pos:R:3:lowdin_charge:R:1
O 0.35800 1.92401 -1.48305 0.110
O 0.98039 2.38642 0.61998 0.114
N -0.19459 0.19061 0.26348 -0.024
N 0.84010 -0.96957 -1.59780 0.145
N -0.93508 -1.95309 -0.02022 0.038
C 0.48431 1.64110 -0.17787 -0.406
C 0.04811 -0.71556 -0.68903 -0.444
C -0.07118 -0.06868 1.69514 -0.059
H 0.47362 2.88354 -1.60296 0.141
H -1.06795 -0.15050 2.12563 0.085
H -0.79543 -2.72329 -0.66745 0.031
H -1.89774 -1.63913 0.03520 0.032
H 0.80770 -0.56920 -2.52429 0.070
H 0.48129 -0.98744 1.87965 0.089
H 0.48845 0.75078 2.14359 0.080
```

- SMILES: [H]/N=C(/N)N(C)C(=O)O
- Gap between HOMO and LUMO: 0.3331 hartree
- Charge: 0
- HOMO energy: -8.6 eV
- E_LUMO: 0.45 eV
- DFT total energy: -11787.3963 eV

=====

C3H7N3O2 in the gas phase in a non-equilibrium geometry. Source: the Open Molecules 2025 dataset; level of theory: the ωB97M-V functional and the def2-TZVPD basis.

XYZ file:
```
15
Properties=species:S:1:pos:R:3:lowdin_charge:R:1
O -2.01529 0.21289 0.96800 -0.166
O 0.84233 -0.34663 2.03485 -0.118
N 2.02589 -0.91561 -0.79340 0.129
N -2.32501 0.44435 -0.50340 0.040
N 0.56977 -1.13739 0.69250 -0.027
C 0.95148 -0.43405 -0.33135 -0.590
C 0.19756 0.90796 -0.62598 -0.172
C -1.18133 0.73973 -1.08535 -0.212
H -0.85643 0.14607 -2.19384 0.199
H 0.54005 1.49049 0.45424 0.186
H 2.43044 -0.25765 -1.62993 0.111
H -3.02599 0.19042 1.29781 0.149
H 0.86276 1.35278 -1.52977 0.137
H -0.17140 -0.28813 2.39024 0.137
H 1.15517 -2.10524 0.85537 0.198
```

- SMILES: [H]/N=C(\C/C=N\O)NO
- Gap between HOMO and LUMO: 0.3410 hartree
- Charge: 0
- HOMO energy: -9.4 eV
- E_LUMO: -0.11 eV
- DFT total energy: -11781.8721 eV

=====

A molecular structure, C3H7N3O2 in a non-equilibrium geometry. Source: the Open Molecules 2025 dataset; level of theory: the ωB97M-V functional and the def2-TZVPD basis.

XYZ file:
```
15
Properties=species:S:1:pos:R:3:lowdin_charge:R:1
O -1.68320 -1.11086 0.32186 -0.011
O -1.84391 0.44050 -1.74506 -0.045
N -0.95194 2.08513 1.08112 0.191
N 0.61686 -1.26757 0.22154 -0.015
N -0.59264 0.42308 -1.11497 -0.040
C -0.58911 -0.54565 0.12586 -0.684
C -0.49132 1.04989 0.69056 0.020
C 1.87689 -0.58711 0.48118 -0.109
H 2.15406 0.05325 -0.35853 0.075
H -1.29124 2.85651 0.51967 0.100
H -2.32858 -0.23868 -1.21012 0.091
H 0.14443 0.22720 -1.79074 0.137
H 1.86153 0.03088 1.38818 0.078
H 2.66163 -1.33404 0.59187 0.083
H 0.45654 -2.08252 0.79760 0.129
```

- Gap between HOMO and LUMO: 0.3602 hartree
- Charge: 0
- HOMO energy: -9.1 eV
- E_LUMO: 0.71 eV
- DFT total energy: -11785.1558 eV

=====

C3H7N3O2 in the gas phase in a non-equilibrium geometry. Source: the Open Molecules 2025 dataset; level of theory: the ωB97M-V functional and the def2-TZVPD basis.

XYZ file:
```
15
Properties=species:S:1:pos:R:3:lowdin_charge:R:1
O -0.78012 -0.42574 2.88953 0.150
O -0.69247 1.64868 -0.08834 0.038
N -0.91613 -0.57808 0.46469 0.079
N 1.25906 0.30637 0.18279 0.106
N -0.28318 -1.83501 0.95149 0.172
C -0.67070 -0.82574 1.78439 -0.550
C -0.18902 0.04387 -1.76102 0.002
C -0.11157 0.39616 -0.28056 -0.666
H 0.26842 0.83881 -2.34218 0.087
H 0.32367 -0.89577 -1.94127 0.085
H 1.89483 0.71700 -0.48814 0.090
H -1.23318 -0.04859 -2.03992 0.090
H 0.71983 -1.88667 0.76790 0.112
H 1.37941 0.78594 1.07047 0.096
H -0.96886 1.75877 0.83018 0.108
```

- SMILES: C[C@@](N)(O)N1NC1=O
- Gap between HOMO and LUMO: 0.3773 hartree
- Charge: 0
- HOMO energy: -9.6 eV
- E_LUMO: 0.69 eV
- DFT total energy: -11787.8347 eV

=====

C3H7N3O2 in the gas phase in a non-equilibrium geometry. Source: the Open Molecules 2025 dataset; level of theory: the ωB97M-V functional and the def2-TZVPD basis.

XYZ file:
```
15
Properties=species:S:1:pos:R:3:lowdin_charge:R:1
O -2.99267 -1.01215 0.09855 0.057
O 0.20233 -0.03730 -0.84710 -0.102
N 2.31224 -0.47327 -0.79526 0.040
N -1.11593 0.14522 -0.48602 -0.197
N 1.09925 -0.55008 1.42411 0.138
C -1.89093 -0.99938 -0.34729 -0.327
C 1.23136 -0.31465 0.15499 -0.463
C -1.25392 1.38726 0.26717 -0.043
H 2.53408 0.60312 -1.31631 0.208
H -1.37140 -1.81842 -1.04385 0.175
H -2.35132 1.59481 0.29224 0.087
H 1.94384 -0.86563 1.91500 0.059
H 3.08806 -0.95344 -0.21927 0.106
H -0.74116 1.12616 1.35633 0.130
H -0.69383 2.16775 -0.45330 0.132
```

- SMILES: [H]/N=C(\N)ON(C)C=O
- Gap between HOMO and LUMO: 0.3620 hartree
- Charge: 0
- HOMO energy: -9.5 eV
- E_LUMO: 0.37 eV
- DFT total energy: -11785.9655 eV

=====

A molecular structure, C3H7N3O3 in a non-equilibrium geometry. Source: the Open Molecules 2025 dataset; level of theory: the ωB97M-V functional and the def2-TZVPD basis.

XYZ file:
```
16
Properties=species:S:1:pos:R:3:lowdin_charge:R:1
O -1.92979 -1.07723 -2.64707 0.085
O -0.63144 0.74189 -2.75494 0.031
O -1.75741 -1.16805 0.52399 0.186
N 0.33600 -0.52599 -0.48059 0.026
N 1.01745 0.66631 -0.59816 0.057
N 0.48756 -0.73314 1.80653 -0.041
C -0.69455 -0.75586 0.26391 -0.390
C 0.64624 0.52570 2.46738 -0.213
C -0.94523 -0.29142 -2.19288 -0.329
H 0.43193 1.32638 -1.13195 0.091
H 1.38387 0.45096 3.27663 0.077
H -2.27141 -0.68745 -3.47894 0.128
H 1.39652 -1.11344 1.54298 0.058
H 1.81407 0.48044 -1.20169 0.112
H -0.31188 0.87934 2.85407 0.070
H 1.02806 1.28157 1.75073 0.053
```

- Gap between HOMO and LUMO (spin up / spin down): 0.2829 / 0.2629 hartree
- Charge: 0
- HOMO energy (spin up / spin down): -8.3 / -7.7 eV
- E_LUMO (spin up / spin down): -0.61 / -0.59 eV
- DFT total energy: -13831.6619 eV

=====

A molecular structure, C3H7N3OS in a non-equilibrium geometry. Source: the Open Molecules 2025 dataset; level of theory: the ωB97M-V functional and the def2-TZVPD basis.

XYZ file:
```
15
Properties=species:S:1:pos:R:3:lowdin_charge:R:1
S -1.03750 -2.12558 -0.07543 0.697
O 3.62611 -0.75644 -0.14800 -0.108
N 1.35792 -0.48153 -0.40749 -0.038
N -1.01587 -0.30368 0.18415 -0.409
N 0.35019 1.59042 0.03679 0.103
C 0.25451 0.25987 -0.00398 -0.636
C -2.23989 0.74201 -0.08926 -0.116
C 2.45017 -0.48000 0.39708 -0.303
H 1.36095 -0.80662 -1.74348 0.343
H -3.11727 0.10142 -0.37860 0.028
H -2.14601 1.42992 -1.04778 0.084
H 1.25901 1.94928 -0.39153 0.078
H -2.76259 1.56170 0.95400 0.179
H -0.51751 -2.62190 1.16700 -0.100
H 2.17780 -0.05887 1.54652 0.198
```

- Gap between HOMO and LUMO: 0.3307 hartree
- Charge: 0
- HOMO energy: -9.3 eV
- E_LUMO: -0.25 eV
- DFT total energy: -20571.6325 eV

=====

C3H7N3OS in the gas phase in a non-equilibrium geometry. Source: the Open Molecules 2025 dataset; level of theory: the ωB97M-V functional and the def2-TZVPD basis.

XYZ file:
```
15
Properties=species:S:1:pos:R:3:lowdin_charge:R:1
S -0.35341 -1.09994 2.52480 0.668
O -0.51206 -0.67124 -0.10072 -0.167
N 0.13105 1.08219 1.09434 0.039
N 1.56285 0.86398 -1.34845 0.029
N 0.73281 1.91773 -1.10619 -0.027
C -0.96294 -2.01463 -0.24274 -0.100
C 0.11179 1.99454 0.00276 -0.200
C -0.24314 -0.21543 1.12959 -0.902
H 1.78306 0.81437 -2.30325 0.064
H -0.45405 2.94183 0.22509 0.128
H -1.91767 -2.15184 0.31609 0.093
H 1.23553 -0.03554 -0.99313 0.074
H 0.24425 1.46683 2.01872 0.120
H -0.23825 -2.74061 0.11829 0.077
H -1.11982 -2.15223 -1.33521 0.104
```

- SMILES: COC(=S)N/C=N\N
- Gap between HOMO and LUMO: 0.3490 hartree
- Charge: 0
- HOMO energy: -8.7 eV
- E_LUMO: 0.77 eV
- DFT total energy: -20576.2811 eV

=====

C3H7N3S in the gas phase in a non-equilibrium geometry. Source: the Open Molecules 2025 dataset; level of theory: the ωB97M-V functional and the def2-TZVPD basis.

XYZ file:
```
14
Properties=species:S:1:pos:R:3:lowdin_charge:R:1
S 2.84095 -0.95690 -0.24852 0.602
N -1.94762 -1.42279 0.12374 0.112
N -1.52462 0.66812 -0.60781 0.142
N 0.29279 -0.81159 -0.27706 0.031
C 1.24010 1.35586 0.25484 -0.113
C -1.06334 -0.42979 -0.26153 -0.554
C 1.39460 -0.09256 -0.06549 -0.829
H 0.50162 -1.77484 -0.22796 0.089
H 2.14599 1.72168 0.78023 0.083
H -0.76865 1.30175 -0.89758 0.039
H -2.88932 -1.06935 0.22529 0.094
H -1.66235 -2.00863 0.92396 0.107
H 1.09633 1.96441 -0.65544 0.090
H 0.34352 1.55463 0.93334 0.107
```

- SMILES: [H]/N=C(/N)NC(C)=S
- Gap between HOMO and LUMO: 0.3256 hartree
- Charge: 0
- HOMO energy: -8.7 eV
- E_LUMO: 0.18 eV
- DFT total energy: -18530.0020 eV

=====

C3H7N3S in the gas phase in a non-equilibrium geometry. Source: the Open Molecules 2025 dataset; level of theory: the ωB97M-V functional and the def2-TZVPD basis.

XYZ file:
```
14
Properties=species:S:1:pos:R:3:lowdin_charge:R:1
S 0.06349 1.49383 0.20025 0.875
N 0.35104 2.25474 -1.09140 -0.372
N -2.00181 -0.04141 -0.14554 -0.084
N -0.64043 -0.05781 -0.34928 -0.468
C 0.00246 -1.29557 0.05462 -0.219
C 1.58438 0.53618 0.59895 -0.215
C 1.42705 -0.81054 0.41295 -0.103
H 2.27877 -1.46995 0.47284 0.089
H -0.04407 -1.98871 -0.77580 0.104
H -0.16965 3.15912 -1.04908 -0.016
H -0.61038 -1.71282 0.95814 0.132
H -2.13457 -0.51290 0.79633 0.077
H 2.47566 1.04633 0.85681 0.055
H -2.58195 -0.60048 -0.93978 0.146
```

- Gap between HOMO and LUMO: 0.3507 hartree
- Charge: 0
- HOMO energy: -8.8 eV
- E_LUMO: 0.73 eV
- DFT total energy: -18525.9911 eV

=====

C3H7N3S in the gas phase in a non-equilibrium geometry. Source: the Open Molecules 2025 dataset; level of theory: the ωB97M-V functional and the def2-TZVPD basis.

XYZ file:
```
14
Properties=species:S:1:pos:R:3:lowdin_charge:R:1
S -0.68417 0.67265 1.66425 0.678
N -1.23588 -1.07790 -0.32115 -0.091
N 2.08102 0.96953 -1.73884 -0.015
N 0.04788 -1.53313 -0.30504 0.010
C 0.96809 0.71578 -0.90972 -0.385
C -1.64949 -0.20702 0.69328 -0.655
C 1.00129 -0.66395 -0.49294 -0.192
H -0.03172 0.96781 -1.29039 0.118
H -2.74719 -0.24382 0.89116 0.068
H 1.89269 0.76642 -2.76779 0.113
H 2.45802 1.93134 -1.57924 0.094
H 1.04197 1.11571 0.07068 0.031
H 2.02581 -1.12200 -0.56041 0.133
H -1.86326 -1.75626 -0.58054 0.094
```

- SMILES: NC/C=N\NC=S
- Gap between HOMO and LUMO: 0.3400 hartree
- Charge: 0
- HOMO energy: -8.6 eV
- E_LUMO: 0.62 eV
- DFT total energy: -18527.7964 eV